(1)
The following is a DFT calculation (ωB97M-V with the def2-TZVPD basis set) of C5H11N3O in the gas phase.

Results
LUMO energy in eV: 0.772
E_HOMO in eV: -7.099
Energy in hartree: -436.59917
Energy relative to the best compared isomer or geometry (same formula, charge and spin) in kcal/mol: 30.0

```
! RIJCOSX wB97M-V def2-TZVPD def2/J DEFGRID3
* xyz 0 1
C -1.735 0.484 -1.633
C -1.636 -0.446 -0.468
C -0.757 -0.388 0.536
N -0.905 -1.206 1.673
C 0.463 0.443 0.681
N 0.517 1.234 1.847
C 1.547 0.259 -0.092
N 1.526 -0.220 -1.417
O 2.797 0.616 0.361
H -2.703 0.981 -1.631
H -0.954 1.241 -1.586
H -1.648 -0.054 -2.575
H -2.430 -1.183 -0.405
H -0.037 -1.584 2.034
H -1.621 -1.919 1.568
H -0.046 0.856 2.597
H 1.467 1.417 2.139
H 0.612 -0.571 -1.665
H 2.236 -0.925 -1.585
H 3.306 0.965 -0.379
*
```

(2)
The following is a DFT calculation (ωB97M-V with the def2-TZVPD basis set) of 2 unconnected molecules or ions with the total composition C5H11N3O at a distorted geometry.

Results
LUMO energy (spin up / spin down) in eV: 0.204 / -0.609
E_HOMO (spin up / spin down) in eV: -7.421 / -6.476
Energy in hartree: -436.42773
Energy relative to the best compared isomer or geometry (same formula, charge and spin) in kcal/mol: 137.6

```
! RIJCOSX wB97M-V def2-TZVPD def2/J DEFGRID3
* xyz 0 1
C -0.903 0.753 -1.352
C -1.099 -0.790 1.488
C 2.065 1.459 0.498
N -0.596 -0.476 -0.972
C -0.051 -0.690 0.408
C 0.562 1.327 0.607
N -1.186 -1.617 -1.567
N 1.060 -1.365 0.520
O -0.125 2.051 1.271
H -0.457 -2.298 -1.768
H -1.689 -1.358 -2.408
H 1.555 -1.426 -0.370
H -1.246 1.510 -0.665
H -1.117 0.887 -2.411
H -0.606 -0.934 2.447
H -1.714 0.109 1.533
H -1.741 -1.652 1.291
H 2.287 2.494 0.234
H 2.528 1.237 1.462
H 2.474 0.778 -0.246
*
```

(3)
The following is a DFT calculation (ωB97M-V with the def2-TZVPD basis set) of a molecular structure, C5H11N3O at a distorted geometry.

Results
LUMO energy in eV: 0.882
E_HOMO in eV: -8.059
Energy in hartree: -436.45944
Energy relative to the best compared isomer or geometry (same formula, charge and spin) in kcal/mol: 117.7

```
! RIJCOSX wB97M-V def2-TZVPD def2/J DEFGRID3
* xyz 0 1
C -1.172 -0.839 -1.144
C -0.402 0.029 -0.452
C 1.801 -1.012 0.084
C 0.569 0.452 1.697
C 0.932 0.176 0.219
N -1.148 1.223 -0.976
N -1.767 0.159 -1.867
N -3.142 0.108 -2.148
O 1.473 1.357 -0.298
H -1.135 -1.855 -1.495
H 2.734 -0.848 0.727
H 1.218 -1.976 0.101
H 2.168 -1.129 -0.926
H 1.525 0.529 2.313
H -0.100 -0.232 2.288
H 0.069 1.410 1.831
H -0.705 1.819 -1.588
H -3.875 0.052 -1.392
H -3.548 0.939 -2.563
H 2.195 1.580 0.281
*
```

(4)
The following is a DFT calculation (ωB97M-V with the def2-TZVPD basis set) of C5H11N3O in the gas phase at a distorted geometry.

Results
LUMO energy in eV: 0.775
E_HOMO in eV: -7.431
Energy in hartree: -436.52661
Energy relative to the best compared isomer or geometry (same formula, charge and spin) in kcal/mol: 75.6

```
! RIJCOSX wB97M-V def2-TZVPD def2/J DEFGRID3
* xyz 0 1
C -0.003 -1.690 0.140
C 0.394 -0.481 1.006
C -0.148 0.823 0.295
N 0.658 1.642 -0.388
C 1.770 1.290 -0.921
N 1.899 0.111 -1.554
O 3.128 0.155 -2.188
N -1.474 0.970 0.201
C -2.563 0.389 0.966
H 0.682 -1.899 -0.697
H -0.119 -2.627 0.733
H -1.003 -1.595 -0.254
H 1.494 -0.344 1.103
H -0.069 -0.481 2.034
H 2.479 2.054 -1.129
H 3.224 -0.758 -2.470
H -1.780 1.661 -0.510
H -2.872 1.081 1.814
H -3.466 0.198 0.323
H -2.230 -0.500 1.495
*
```

(5)
The following is a DFT calculation (ωB97M-V with the def2-TZVPD basis set) of C5H11N3O in the gas phase at a distorted geometry.

Results
LUMO energy in eV: 0.873
E_HOMO in eV: -7.262
Energy in hartree: -436.51608
Energy relative to the best compared isomer or geometry (same formula, charge and spin) in kcal/mol: 82.2

```
! RIJCOSX wB97M-V def2-TZVPD def2/J DEFGRID3
* xyz 0 1
H 1.149 0.323 2.835
N 0.751 0.916 2.099
C -0.205 0.290 1.477
C -0.631 -1.078 1.943
N -0.892 0.853 0.396
O -1.613 1.988 0.838
C -0.208 1.063 -0.797
C 0.353 0.162 -1.635
C 0.118 -1.319 -1.481
N 1.148 0.537 -2.704
H -0.011 -1.836 1.459
H -0.507 -1.158 3.026
H -1.681 -1.250 1.693
H -1.245 2.163 1.727
H -0.099 2.123 -1.004
H -0.030 -1.783 -2.463
H -0.784 -1.538 -0.902
H 0.975 -1.798 -0.999
H 1.523 1.479 -2.617
H 1.889 -0.137 -2.893
*
```

(6)
The following is a DFT calculation (ωB97M-V with the def2-TZVPD basis set) of C5H11N3O in the gas phase at a distorted geometry.

Results
LUMO energy in eV: 0.791
E_HOMO in eV: -8.333
Energy in hartree: -436.50351
Energy relative to the best compared isomer or geometry (same formula, charge and spin) in kcal/mol: 90.1

```
! RIJCOSX wB97M-V def2-TZVPD def2/J DEFGRID3
* xyz 0 1
C 2.135 -0.601 1.026
C 1.636 0.366 0.251
O 2.486 1.120 -0.530
C 0.204 0.590 0.044
C -0.403 1.596 0.985
C -0.466 0.037 -1.012
N 0.077 -0.954 -1.789
N -1.976 -0.190 -0.610
N -2.252 -1.145 0.339
H 1.491 -1.222 1.634
H 3.207 -0.712 1.137
H 1.948 1.749 -1.037
H -1.222 2.141 0.510
H -0.787 1.095 1.879
H 0.328 2.347 1.305
H 0.045 -1.903 -1.431
H 0.970 -0.769 -2.230
H -2.382 -0.395 -1.525
H -1.999 -2.099 0.075
H -3.040 -1.048 0.978
*
```